(1)
ORCA calculation (ωB97M-V with the def2-TZVPD basis set) on an isolated ion of composition C7H9INO and charge +1.

Element x y z (Å)
C  -1.919  -1.010  -1.630
N  -0.565  -0.942  -1.321
C  0.033  -0.670  -0.166
C  -0.721  -0.350  1.159
O  -1.841  -0.620  1.281
C  0.259  0.332  2.039
C  0.778  1.582  1.379
C  1.575  0.328  1.398
C  1.529  -0.395  0.126
I  2.278  -2.508  0.306
H  -2.251  -2.083  -1.854
H  -2.567  -0.538  -0.901
H  -2.125  -0.509  -2.568
H  0.108  -1.325  -2.141
H  0.161  0.318  3.112
H  1.234  2.280  1.978
H  0.180  2.134  0.475
H  2.528  0.224  1.878
H  2.125  0.129  -0.575

Properties
SMILES string: C/[NH+]=C1\C(=O)[C@@H]2C[C@@H]2[C@H]1I
Charge: +1
Molar mass (g mol⁻¹): 250.06



(2)
ORCA calculation (ωB97M-V with the def2-TZVPD basis set) on a single C6H8 molecule.

Element x y z (Å)
C  1.250  -0.307  0.686
C  0.307  -1.238  0.528
C  -0.815  -0.816  -0.326
C  -1.416  0.503  0.001
C  -0.270  0.777  -0.923
C  1.056  0.931  -0.164
H  2.081  -0.404  1.378
H  0.314  -2.217  0.994
H  -1.460  -1.541  -0.830
H  -1.289  0.730  1.057
H  -2.411  0.712  -0.380
H  -0.256  -0.273  -1.544
H  1.025  1.840  0.463
H  1.900  1.079  -0.849

Properties
SMILES string: C1=C[C@H]2C[C@H]2C1
Charge: 0
Molar mass (g mol⁻¹): 80.13



(3)
ORCA calculation (ωB97M-V with the def2-TZVPD basis set) on a single C5H8N2 molecule.

Element x y z (Å)
C  -2.599  -0.257  -0.110
N  -1.395  0.165  0.299
C  -0.316  -0.721  -0.109
C  0.875  0.177  0.003
C  2.295  -0.158  -0.319
C  0.392  1.261  0.660
N  -0.986  1.268  0.870
H  -0.855  -1.235  -0.937
H  -2.665  -0.351  -1.190
H  -3.480  -0.004  0.446
H  -0.243  -1.543  0.618
H  2.972  0.608  0.073
H  2.459  -0.232  -1.399
H  2.597  -1.118  0.122
H  0.948  2.141  0.975

Properties
Charge: 0
Molar mass (g mol⁻¹): 96.13



(4)
ORCA calculation (ωB97M-V with the def2-TZVPD basis set) on a single C25H33N5O5 molecule.

Element x y z (Å)
C  1.077  6.261  -1.049
C  0.530  4.921  -1.368
C  0.992  3.905  -2.153
C  -0.006  2.904  -2.019
N  -0.061  1.649  -2.575
C  0.930  1.048  -3.302
O  1.925  1.619  -3.679
C  0.658  -0.426  -3.543
C  0.942  -1.196  -2.243
C  -0.143  -0.921  -1.221
O  -1.319  -0.821  -1.565
N  0.209  -0.770  0.071
C  1.530  -0.987  0.618
C  2.406  0.271  0.566
C  3.496  0.329  1.649
C  4.603  1.161  0.983
C  4.134  1.279  -0.482
O  3.119  0.315  -0.654
C  -0.867  -0.444  1.024
C  -1.408  -1.806  1.505
O  -0.939  -2.428  2.438
N  -2.405  -2.252  0.728
C  -2.979  -3.574  0.854
C  -4.516  -3.504  0.860
C  -4.928  -3.882  -0.560
C  -3.932  -4.981  -0.915
C  -2.607  -4.458  -0.358
C  -0.404  0.513  2.090
C  0.071  0.125  3.337
C  0.508  1.098  4.223
C  0.474  2.422  3.821
N  0.008  2.806  2.643
C  -0.431  1.881  1.811
N  -0.966  3.308  -1.217
O  -0.640  4.563  -0.815
H  2.041  6.390  -1.531
H  0.393  7.036  -1.394
H  1.189  6.369  0.029
H  1.883  3.846  -2.739
H  -0.882  1.109  -2.326
H  -0.378  -0.581  -3.847
H  1.328  -0.775  -4.328
H  1.923  -0.907  -1.876
H  0.935  -2.269  -2.452
H  1.405  -1.300  1.656
H  2.037  -1.792  0.082
H  1.769  1.168  0.642
H  3.122  0.777  2.567
H  3.846  -0.680  1.866
H  5.565  0.657  1.046
H  4.698  2.145  1.437
H  3.725  2.280  -0.677
H  4.913  1.066  -1.213
H  -1.646  0.057  0.437
H  -2.627  -1.741  -0.118
H  -2.589  -3.979  1.791
H  -4.913  -4.234  1.566
H  -4.865  -2.516  1.157
H  -4.798  -3.031  -1.231
H  -5.962  -4.215  -0.621
H  -3.880  -5.175  -1.985
H  -4.212  -5.907  -0.411
H  -1.928  -5.262  -0.080
H  -2.107  -3.839  -1.105
H  0.078  -0.917  3.618
H  0.874  0.826  5.201
H  0.825  3.217  4.466
H  -0.823  2.247  0.869

Properties
SMILES string: Cc1cc(NC(=O)CCC(=O)N(C[C@H]2CCCO2)[C@@H](C(=O)NC2CCCC2)c2cccnc2)no1
Charge: 0
Molar mass (g mol⁻¹): 483.57



(5)
ORCA calculation (ωB97M-V with the def2-TZVPD basis set) on C22H25CaN2O4 as an isolated structure.

Element x y z (Å)
C  2.184  0.076  0.858
C  2.226  -0.626  -0.368
C  1.863  0.265  -1.402
H  2.475  -1.666  -0.488
C  1.630  1.526  -0.815
C  1.831  1.409  0.571
H  1.292  2.407  -1.329
C  -1.298  -1.528  1.229
C  -0.201  -2.245  0.724
C  -0.296  -2.249  -0.685
H  0.591  -2.687  1.305
C  -1.445  -1.527  -1.073
C  -2.062  -1.088  0.128
H  1.798  0.036  -2.452
H  1.659  2.187  1.295
H  2.399  -0.332  1.832
H  -2.945  -0.480  0.199
H  0.411  -2.703  -1.355
H  -1.502  -1.317  2.266
Ca  0.000  0.000  0.000
C  -1.976  -1.319  -2.475
C  -3.484  -1.590  -2.455
C  -1.294  -2.269  -3.454
H  -3.679  -2.601  -2.098
H  -3.902  -1.481  -3.450
H  -3.997  -0.899  -1.788
H  -1.484  -3.307  -3.187
H  -0.215  -2.114  -3.464
H  -1.673  -2.105  -4.457
C  -1.679  0.137  -2.856
C  -2.217  0.659  -4.171
H  -0.594  0.277  -2.863
H  -2.036  0.798  -2.068
O  -3.124  0.145  -4.817
N  -1.616  1.802  -4.616
C  -0.429  2.432  -4.084
H  -1.940  2.097  -5.523
C  0.888  1.854  -4.550
C  2.070  2.478  -4.154
H  2.024  3.349  -3.512
C  3.300  1.988  -4.560
H  4.208  2.484  -4.243
C  3.369  0.855  -5.362
H  4.330  0.468  -5.675
C  2.199  0.223  -5.752
H  2.242  -0.661  -6.375
C  0.966  0.722  -5.350
H  0.058  0.228  -5.668
H  -0.457  2.406  -2.996
H  -0.470  3.488  -4.354
O  0.639  -0.811  3.966
N  0.000  0.000  3.370
O  -0.588  0.850  3.965
O  0.000  0.000  2.000

Properties
Charge: -1
Molar mass (g mol⁻¹): 421.53



(6)
ORCA calculation (ωB97M-V with the def2-TZVPD basis set) on C44H71FeN2O4SSi as an isolated structure.

Element x y z (Å)
Fe  -0.251  -0.915  0.487
C  0.007  -1.539  2.873
C  0.398  -2.755  2.280
C  -0.804  -3.343  1.687
C  -1.843  -2.428  1.910
C  -1.392  -1.349  2.709
C  -2.299  -0.454  3.529
C  -1.509  0.232  4.647
C  -2.991  0.607  2.666
C  -3.384  -1.342  4.168
C  -1.163  -4.744  1.193
C  -2.492  -4.700  0.415
C  -1.384  -5.626  2.437
C  -0.148  -5.411  0.256
C  1.843  -3.233  2.369
C  2.469  -3.275  0.962
C  1.977  -4.606  3.048
C  2.683  -2.255  3.204
H  0.638  -0.910  3.478
H  -2.868  -2.564  1.611
H  -0.717  0.861  4.239
H  -1.065  -0.508  5.314
H  -2.177  0.866  5.232
H  -2.288  1.382  2.373
H  -3.804  1.071  3.230
H  -3.397  0.163  1.756
H  -2.942  -2.236  4.613
H  -4.120  -1.657  3.429
H  -3.903  -0.788  4.951
H  -3.334  -4.496  1.076
H  -2.672  -5.669  -0.051
H  -2.454  -3.940  -0.366
H  -2.103  -5.155  3.109
H  -0.460  -5.784  2.988
H  -1.776  -6.601  2.140
H  0.059  -4.762  -0.592
H  -0.565  -6.348  -0.116
H  0.783  -5.656  0.755
H  2.009  -4.045  0.350
H  3.539  -3.484  1.032
H  2.325  -2.313  0.464
H  1.607  -5.413  2.425
H  1.432  -4.623  3.993
H  3.029  -4.809  3.252
H  2.680  -1.256  2.768
H  3.715  -2.604  3.235
H  2.317  -2.201  4.231
C  2.261  4.434  1.896
C  0.760  4.177  1.983
C  0.468  3.062  2.983
C  0.017  5.451  2.381
O  0.359  3.777  0.672
Si  -1.029  3.249  0.017
S  -1.017  1.129  -0.062
O  -1.179  3.783  -1.509
C  -0.335  4.507  -2.404
C  1.088  3.953  -2.351
C  -0.315  5.985  -2.010
C  -0.931  4.326  -3.796
O  -2.272  3.744  0.936
C  -3.626  4.107  0.639
C  -4.334  4.193  1.988
C  -4.264  3.048  -0.255
C  -3.635  5.470  -0.051
H  2.642  4.829  2.838
H  2.475  5.153  1.104
H  2.783  3.504  1.668
H  0.849  3.327  3.970
H  0.941  2.134  2.654
H  -0.610  2.904  3.045
H  0.354  5.802  3.357
H  -1.051  5.243  2.423
H  0.190  6.234  1.641
H  1.532  4.179  -1.384
H  1.701  4.376  -3.147
H  1.043  2.868  -2.450
H  -0.058  6.067  -0.953
H  -1.286  6.452  -2.173
H  0.432  6.514  -2.603
H  -0.982  3.265  -4.043
H  -0.322  4.837  -4.543
H  -1.941  4.735  -3.825
H  -4.387  3.205  2.444
H  -5.343  4.588  1.876
H  -3.771  4.850  2.652
H  -4.239  2.079  0.244
H  -3.696  2.969  -1.183
H  -5.297  3.311  -0.486
H  -3.102  6.197  0.564
H  -4.657  5.816  -0.206
H  -3.133  5.390  -1.014
N  3.629  -6.621  -6.336
C  3.045  -5.963  -5.596
C  2.306  -5.164  -4.674
C  2.919  -4.654  -3.527
C  2.189  -3.901  -2.632
C  0.826  -3.657  -2.852
C  0.223  -4.162  -4.009
C  0.954  -4.906  -4.912
C  0.089  -2.902  -1.897
C  -0.516  -2.249  -1.062
H  3.965  -4.866  -3.349
H  2.653  -3.495  -1.744
H  -0.827  -3.965  -4.180
H  0.493  -5.303  -5.806
O  1.872  -0.347  -0.463
C  2.090  0.069  -1.618
C  3.438  0.675  -1.940
C  4.229  -0.054  -3.037
C  3.760  0.253  -4.457
C  2.364  -0.287  -4.749
C  1.281  0.449  -3.961
N  1.168  0.020  -2.579
H  4.003  0.656  -1.010
H  3.285  1.717  -2.237
H  4.187  -1.133  -2.864
H  5.274  0.249  -2.947
H  4.468  -0.187  -5.163
H  3.763  1.336  -4.620
H  2.314  -1.354  -4.512
H  2.150  -0.177  -5.815
H  0.309  0.268  -4.417
H  1.480  1.524  -4.005
H  0.327  -0.476  -2.313

Properties
Multiplicity: 6
Charge: 0
Molar mass (g mol⁻¹): 808.06



(7)
ORCA calculation (ωB97M-V with the def2-TZVPD basis set) on C18H49N4O8Zn2 as an isolated structure.

Element x y z (Å)
Zn  2.966  -1.347  -1.292
Zn  -2.289  -1.638  0.543
O  -0.113  1.312  -1.748
C  -0.106  0.097  -1.182
O  -1.151  -0.303  -0.583
O  0.948  -0.578  -1.281
H  -0.986  1.709  -1.608
C  3.911  0.987  2.065
C  3.384  0.419  0.758
C  4.005  1.154  -0.424
O  3.505  0.588  -1.661
C  3.843  1.452  -2.772
N  3.807  -1.007  0.558
H  3.818  2.070  2.013
H  4.960  0.722  2.216
H  3.425  0.539  2.933
H  2.310  0.356  0.570
H  5.094  1.152  -0.527
H  3.752  2.213  -0.327
H  3.361  1.123  -3.694
H  4.892  1.346  -3.056
H  3.547  2.483  -2.605
H  3.248  -1.508  1.243
H  4.784  -1.100  0.829
C  -5.826  0.433  1.836
C  -4.814  -0.497  1.151
C  -4.841  -0.590  -0.404
O  -3.652  -1.219  -0.964
C  -3.813  -1.490  -2.387
N  -3.434  -0.300  1.643
H  -6.003  1.444  1.476
H  -5.573  0.563  2.891
H  -6.759  -0.133  1.852
H  -4.975  -1.523  1.502
H  -4.945  0.421  -0.797
H  -5.722  -1.198  -0.607
H  -4.492  -2.336  -2.468
H  -2.805  -1.791  -2.674
H  -4.086  -0.588  -2.927
H  -3.213  0.706  1.711
H  -3.323  -0.587  2.615
C  -0.172  1.843  1.857
C  -0.822  3.189  1.659
C  -2.118  3.393  2.396
O  -3.167  2.648  1.775
C  -3.704  3.190  0.582
N  0.150  4.228  2.056
H  0.223  1.713  2.867
H  0.622  1.666  1.127
H  -0.849  0.990  1.711
H  -0.972  3.420  0.600
H  -2.415  4.445  2.411
H  -2.028  3.133  3.454
H  -2.954  3.684  -0.044
H  -4.518  3.894  0.752
H  -3.996  2.341  -0.039
H  0.190  4.248  3.073
H  1.074  3.937  1.758
C  3.736  -4.560  0.629
C  3.005  -4.376  -0.700
C  2.071  -5.551  -0.890
O  1.443  -5.439  -2.155
C  0.607  -6.556  -2.478
N  2.184  -3.134  -0.663
H  4.352  -5.459  0.626
H  3.070  -4.735  1.480
H  4.381  -3.725  0.903
H  3.705  -4.362  -1.536
H  1.300  -5.559  -0.108
H  2.658  -6.472  -0.911
H  0.320  -6.439  -3.522
H  -0.294  -6.518  -1.865
H  1.175  -7.487  -2.464
H  1.979  -2.944  0.318
H  1.234  -3.364  -0.962
C  0.325  4.945  -1.648
O  0.862  5.948  -0.794
H  0.503  3.953  -1.227
H  -0.736  5.210  -1.742
H  0.590  5.001  -2.703
H  0.345  6.104  0.001

Properties
Charge: +3
Molar mass (g mol⁻¹): 580.39



(8)
ORCA calculation (ωB97M-V with the def2-TZVPD basis set) on a 2-piece molecular cluster, HIN3P overall.

Element x y z (Å)
H  0.754  -0.221  -1.283
N  -0.108  -0.800  -1.205
P  0.148  -2.268  -0.865
I  -2.045  -3.228  -0.989
N  2.625  -1.920  1.614
N  3.180  -0.986  1.567

Properties
SMILES string: [H]/N=P/I.N#N
Charge: 0
Molar mass (g mol⁻¹): 200.91



(9)
ORCA calculation (ωB97M-V with the def2-TZVPD basis set) on C23H33N3O3S3Ti as an isolated structure.

Element x y z (Å)
Ti  0.130  -1.110  0.790
C  3.068  -3.373  1.448
C  2.860  -2.132  2.253
N  1.745  -1.460  2.240
C  1.794  -0.342  3.078
C  2.991  -0.194  3.706
S  4.051  -1.466  3.269
C  0.572  0.451  3.210
C  0.364  1.549  4.015
S  -1.356  1.913  4.058
C  -1.653  0.609  2.916
N  -0.514  -0.050  2.581
C  -3.009  0.016  2.765
H  2.409  -3.341  0.579
H  2.824  -4.254  2.045
H  4.098  -3.467  1.107
H  3.283  0.576  4.397
H  1.074  2.050  4.649
H  -3.411  -0.296  3.739
H  -2.956  -0.867  2.127
H  -3.737  0.706  2.327
N  -1.333  -4.899  2.198
C  -0.937  -3.851  1.455
O  -0.876  -2.723  1.960
C  -0.559  -4.059  0.014
C  -0.441  -2.692  -0.649
H  -1.563  -4.756  3.167
H  -1.393  -5.818  1.801
H  -1.281  -4.760  -0.430
H  0.401  -4.590  0.021
H  -1.445  -2.373  -0.963
H  0.155  -2.765  -1.564
C  2.110  0.959  -2.105
C  2.515  0.168  -0.863
C  3.292  -1.078  -1.276
C  3.333  1.032  0.089
O  1.351  -0.241  -0.190
H  2.973  1.148  -2.746
H  1.673  1.922  -1.836
H  1.374  0.393  -2.674
H  4.174  -0.815  -1.864
H  2.655  -1.734  -1.871
H  3.622  -1.629  -0.393
H  4.250  1.383  -0.390
H  3.606  0.464  0.981
H  2.751  1.900  0.403
C  -3.231  3.683  -5.489
C  -2.936  3.150  -4.114
C  -2.126  2.031  -3.943
C  -1.851  1.529  -2.680
C  -2.395  2.158  -1.574
C  -3.223  3.263  -1.716
C  -3.480  3.756  -2.985
S  -2.022  1.513  0.039
C  -0.603  2.525  0.429
O  -1.480  0.135  -0.272
H  -2.726  3.099  -6.256
H  -2.909  4.720  -5.589
H  -4.302  3.654  -5.697
H  -1.708  1.538  -4.813
H  -1.244  0.646  -2.543
H  -3.666  3.732  -0.846
H  -4.125  4.619  -3.102
H  0.012  2.665  -0.457
H  -0.053  2.004  1.213
H  -0.967  3.474  0.820

Properties
Multiplicity: 3
Charge: 0
Molar mass (g mol⁻¹): 543.60



(10)
ORCA calculation (ωB97M-V with the def2-TZVPD basis set) on a 2-piece molecular cluster, C2H9N3O overall.

Element x y z (Å)
N  -1.026  -0.673  -1.397
C  -0.094  -0.202  -2.145
N  1.080  0.283  -1.693
H  -0.622  -0.965  0.119
H  -1.872  -0.752  -1.943
H  -0.328  0.252  -3.110
H  1.381  0.053  -0.762
H  1.696  0.715  -2.352
N  0.107  1.014  1.438
C  0.060  -0.332  1.957
O  -0.272  -1.264  1.071
H  -0.891  1.211  1.341
H  0.397  1.654  2.172
H  -0.631  -0.373  2.852
H  1.016  -0.620  2.452

Properties
Multiplicity: 2
Charge: +1
Molar mass (g mol⁻¹): 91.11



(11)
ORCA calculation (ωB97M-V with the def2-TZVPD basis set) on a single CH2N2 molecule.

Element x y z (Å)
C  0.377  0.127  0.299
N  -1.570  -0.394  -0.863
N  -0.573  0.033  -0.521
H  0.716  -0.721  0.844
H  1.050  0.954  0.240

Properties
Charge: 0
Molar mass (g mol⁻¹): 42.04



Number 1: E_tot -699.48484 Eh. Number 2: E_tot -233.27773 Eh. Number 3: E_tot -304.69120 Eh. Number 4: E_tot -1622.46053 Eh. Number 5: E_tot -1941.33426 Eh. Number 6: E_tot -4081.19035 Eh. Number 7: E_tot -5093.86251 Eh. Number 8: E_tot -803.95242 Eh. Number 9: E_tot -3330.28747 Eh. Number 10: E_tot -320.76131 Eh. Number 11: E_tot -148.72900 Eh.